P.
Here is a cluster of 2 separate species, C4H13N3O2 in total from OMol25. Energies are from ωB97M-V with the def2-TZVPD basis set.

E_HOMO	-8.561	eV
Kohn-Sham gap	9.2	eV

```
! wB97M-V def2-TZVPD RIJCOSX def2/J DEFGRID3
* xyz 0 1
N -1.720 -1.646 1.107
C -1.698 -1.110 -0.250
C -1.424 0.386 -0.230
N -1.921 1.030 0.837
O -0.951 0.983 -1.208
H -2.089 -2.592 1.104
H -0.779 -1.682 1.481
H -2.694 -1.245 -0.693
H -0.964 -1.584 -0.920
H -1.772 2.021 0.938
H -2.282 0.478 1.599
N 1.653 1.884 0.225
C 1.632 0.469 0.506
C 1.975 -0.479 -0.831
O 1.334 -0.065 -1.966
H 2.489 2.121 -0.301
H 0.872 2.139 -0.374
H 0.727 0.214 1.058
H 2.458 0.235 1.185
H 3.057 -0.390 -0.981
H 1.718 -1.514 -0.556
H 0.378 0.347 -1.732
*
```

Q.
Here is a cluster of 2 separate species, C4H13N3O2 in total from OMol25. Energies are from ωB97M-V with the def2-TZVPD basis set.

E_HOMO	-9.045	eV
Kohn-Sham gap	9.8	eV

```
! wB97M-V def2-TZVPD RIJCOSX def2/J DEFGRID3
* xyz 0 1
C -1.524 -2.275 -0.066
N -0.336 -1.569 0.341
N 0.862 -1.767 -0.364
C -0.319 -0.781 1.467
O -1.295 -0.603 2.146
O 0.886 -0.286 1.757
H -1.378 -3.356 0.009
H -2.322 -1.968 0.604
H -1.791 -2.016 -1.094
H 0.738 -1.484 -1.340
H 1.128 -2.755 -0.346
H 1.496 -0.537 1.040
C 1.301 1.845 -1.121
C 0.401 2.253 0.041
N -0.795 1.426 0.045
H 1.562 0.794 -1.041
H 2.214 2.436 -1.117
H 0.790 2.004 -2.069
H 0.181 3.332 -0.032
H 0.921 2.081 0.986
H -1.328 1.563 0.894
H -1.391 1.665 -0.741
*
```

Here are the energies relative to the best structure, in eV: P 0.000; Q 0.138.

P.
Here is the ion C4H10O2PS with charge -1 from OMol25. Energies are from ωB97M-V with the def2-TZVPD basis set.

E_HOMO	-2.990	eV
Kohn-Sham gap	6.9	eV

```
! wB97M-V def2-TZVPD RIJCOSX def2/J DEFGRID3
* xyz -1 1
C -0.964 2.600 -0.496
C -1.058 1.164 0.053
P -0.246 -0.093 -1.146
C -0.129 -1.486 0.243
C 0.561 -2.774 -0.125
S 1.613 0.956 -0.091
O 1.246 0.766 1.363
O 2.896 0.141 -0.459
H -1.412 2.599 -1.404
H -1.477 3.205 0.215
H 0.061 2.851 -0.557
H -2.040 0.766 0.299
H -0.582 1.026 1.037
H 0.566 -1.050 0.881
H -1.149 -1.446 0.707
H 1.592 -2.673 -0.411
H 0.523 -3.260 0.830
H 0.000 -3.292 -0.939
*
```

Q.
Here is the ion C4H10O2PS with charge -1 from OMol25. Energies are from ωB97M-V with the def2-TZVPD basis set.

E_HOMO	-2.393	eV
Kohn-Sham gap	6.1	eV

```
! wB97M-V def2-TZVPD RIJCOSX def2/J DEFGRID3
* xyz -1 1
C 1.892 -1.152 -1.209
O 2.284 -0.226 -0.263
C 1.356 0.665 0.218
O 0.579 1.203 -0.879
C 0.257 -0.053 0.894
P -1.361 -0.728 -0.024
C -2.462 0.942 0.399
S -2.152 -2.073 0.949
H 2.832 -1.552 -1.762
H 1.131 -0.990 -1.972
H 1.387 -2.050 -0.706
H 2.155 1.367 0.693
H -0.113 1.650 -0.270
H 0.399 -1.127 1.332
H -0.280 0.379 1.657
H -3.025 0.953 1.290
H -1.741 1.821 0.117
H -3.137 0.969 -0.463
*
```

R.
Here is the ion C4H10O2PS with charge -1 from OMol25. Energies are from ωB97M-V with the def2-TZVPD basis set.

E_HOMO	-2.707	eV
Kohn-Sham gap	6.6	eV

```
! wB97M-V def2-TZVPD RIJCOSX def2/J DEFGRID3
* xyz -1 1
C -0.680 0.590 1.766
C 0.079 -0.751 1.599
P 1.035 -0.974 -0.076
O 1.478 -2.381 -0.253
C -0.299 -0.775 -1.389
C -0.421 0.660 -1.863
S 2.297 0.735 0.022
O 1.433 1.966 -0.235
H -1.198 0.714 2.721
H -0.098 1.473 1.564
H -1.560 0.562 1.059
H -0.550 -1.459 1.921
H 0.970 -0.806 2.232
H -0.186 -1.371 -2.288
H -1.125 -1.230 -0.749
H -0.391 1.433 -1.173
H 0.477 0.746 -2.337
H -1.263 0.868 -2.523
*
```

Here are the energies relative to the best structure, in eV: P 1.137; Q 2.454; R 0.000.

P.
Here is a structure of composition C2H6IN2 from OMol25. Energies are from ωB97M-V with the def2-TZVPD basis set.

E_HOMO	-14.310	eV
Kohn-Sham gap	9.5	eV

```
! wB97M-V def2-TZVPD RIJCOSX def2/J DEFGRID3
* xyz 1 1
C 1.054 -0.741 0.041
C -0.935 0.653 -0.117
N 2.280 -1.143 -0.007
N 0.549 0.514 0.201
I 3.759 0.199 0.047
H 0.203 -1.416 0.203
H -1.080 1.724 -0.584
H -1.503 0.624 0.773
H -1.401 -0.072 -0.657
H 2.416 -2.038 -0.392
H 1.189 1.317 0.328
*
```

Q.
Here is the ion C2H6IN2 with charge +1 from OMol25. Energies are from ωB97M-V with the def2-TZVPD basis set.

E_HOMO (alpha / beta)	-12.984 / -12.984	eV
Kohn-Sham gap (alpha / beta)	7.1 / 7.1	eV

```
! wB97M-V def2-TZVPD RIJCOSX def2/J DEFGRID3
* xyz 1 1
N 1.172 -1.346 0.171
C 0.452 -0.337 -0.377
N -0.480 0.322 0.327
C -1.391 1.165 -0.158
I -3.699 -0.183 0.011
H 1.862 -1.749 -0.483
H 1.127 -1.527 1.165
H 0.549 0.076 -1.446
H -0.598 -0.108 1.197
H -1.960 1.711 0.608
H -1.153 1.534 -1.178
*
```

Here are the energies relative to the best structure, in eV: P 0.000; Q 0.281.